Entry 1:
ORCA calculation (ωB97M-V/def2-TZVPD) on a cluster of 4 separate species, H8O4 in total.

XYZ file:
```
12
Properties=species:S:1:pos:R:3:mulliken_charge:R:1
O -29.022 -12.099 -26.374 -0.64
H -29.422 -12.920 -26.661 0.33
H -28.208 -12.040 -26.876 0.31
O -30.325 -15.288 -27.387 -0.63
H -29.721 -15.982 -27.649 0.31
H -30.817 -15.084 -28.182 0.32
O -29.957 -9.911 -23.482 -0.65
H -29.833 -10.674 -24.046 0.33
H -29.110 -9.464 -23.493 0.31
O -26.356 -12.973 -28.810 -0.62
H -26.267 -13.908 -28.989 0.31
H -25.518 -12.596 -29.077 0.32
```

Its total charge is 0. For the total energy, the calculation gives -305.74573 hartree. Its structure (SMILES) is O.O.O.O. The LUMO energy is 0.013 hartree. The calculation puts the molar mass at 72.1 g/mol. As for the HOMO energy: -10.956 eV. The calculation puts the frontier orbital gap at 11.311 eV. Its strongest force on any atom is 0.008 hartree/bohr. As for the energy above the lowest of the compared OMol25 structures with the same formula, charge and spin: 21.01 kcal/mol.



Entry 2:
ORCA calculation (ωB97M-V/def2-TZVPD) on a structure of composition H8O4 at a distorted geometry.

XYZ file:
```
12
Properties=species:S:1:pos:R:3:mulliken_charge:R:1
O -2.358 5.432 -15.048 -0.68
H -2.396 5.800 -15.931 0.30
H -2.640 4.524 -15.155 0.22
O -3.461 3.582 -14.107 -0.78
H -3.116 3.738 -13.228 0.38
H -2.722 3.218 -14.594 0.38
O -0.136 3.934 -11.110 -0.64
H 0.013 3.463 -11.929 0.31
H 0.710 4.329 -10.902 0.32
O -1.897 3.754 -12.945 -0.62
H -2.070 4.471 -13.555 0.49
H -1.205 4.087 -12.374 0.34
```

Its total charge is 0. For the total energy, the calculation gives -305.62719 hartree. The LUMO energy is 0.019 hartree. The calculation puts the molar mass at 72.1 g/mol. As for the HOMO energy: -10.427 eV. The calculation puts the frontier orbital gap at 10.937 eV. Its strongest force on any atom is 0.155 hartree/bohr. As for the energy above the lowest of the compared OMol25 structures with the same formula, charge and spin: 95.39 kcal/mol.



Entry 3:
ORCA calculation (ωB97M-V/def2-TZVPD) on a structure of composition H8O4Pd at a distorted geometry.

XYZ file:
```
13
Properties=species:S:1:pos:R:3:mulliken_charge:R:1
Pd -0.020 0.090 -0.006 1.77
O 1.502 0.138 -0.746 -0.70
H 1.673 0.061 -1.691 0.37
H 2.184 -0.458 -0.347 0.40
O 0.185 0.262 1.730 -0.69
H -0.211 -0.303 2.405 0.36
H 1.126 0.354 2.010 0.39
O -0.901 -1.367 -0.168 -0.58
H -1.512 -1.363 -0.900 0.35
H -0.919 -2.126 0.420 0.32
O -0.903 1.275 -0.759 -0.66
H -0.924 1.414 -1.704 0.34
H -1.281 2.025 -0.243 0.35
```

Its total charge is +2. For the total energy, the calculation gives -432.54651 hartree. The LUMO energy (alpha / beta) is -0.311 / -0.350 hartree. The calculation puts the molar mass at 178.5 g/mol. As for the HOMO energy (alpha / beta): -18.118 / -18.331 eV. Its spin multiplicity is 3. The calculation puts the frontier orbital gap (alpha / beta) at 9.650 / 8.812 eV. Its strongest force on any atom is 0.325 hartree/bohr. As for the energy above the lowest of the compared OMol25 structures with the same formula, charge and spin: 22.78 kcal/mol.



Q: strongest force on any atom of number 3 (H8O4Pd)?
A: 0.325 hartree/bohr



Q: Look up the strongest force on any atom of the third one.
A: 0.325 hartree/bohr



Q: Which value of energy above the lowest of the compared OMol25 structures with the same formula, charge and spin does entry 2 give?
A: 95.39 kcal/mol